#i
{"formula": "C20H25N3O4S", "method": "wB97M-V/def2-TZVPD", "species": ["C", "C", "N", "C", "O", "C", "C", "C", "C", "C", "C", "S", "O", "O", "N", "C", "C", "C", "N", "C", "C", "O", "C", "C", "C", "C", "C", "C", "H", "H", "H", "H", "H", "H", "H", "H", "H", "H", "H", "H", "H", "H", "H", "H", "H", "H", "H", "H", "H", "H", "H", "H", "H"], "xyz": [[5.536, 0.986, -3.454], [5.812, -0.105, -2.424], [4.591, -0.716, -1.956], [4.130, -1.944, -2.428], [4.721, -2.627, -3.232], [2.835, -2.183, -1.738], [1.892, -3.180, -1.737], [0.770, -3.021, -0.901], [0.577, -1.920, -0.096], [1.529, -0.879, -0.082], [1.546, 0.329, 0.653], [0.162, 0.754, 1.694], [0.467, 1.964, 2.404], [-0.231, -0.405, 2.454], [-1.002, 1.042, 0.526], [-1.593, 2.362, 0.495], [-2.465, 2.701, 1.722], [-2.991, 1.457, 2.449], [-3.501, 0.442, 1.539], [-4.797, 0.768, 0.970], [-5.151, -0.287, -0.079], [-5.177, -1.580, 0.476], [-3.936, -1.894, 1.065], [-3.555, -0.881, 2.145], [2.587, 1.213, 0.530], [3.695, 0.997, -0.315], [3.709, -0.162, -1.051], [2.632, -1.066, -0.916], [5.031, 0.563, -4.319], [6.472, 1.432, -3.781], [4.906, 1.765, -3.030], [6.353, 0.304, -1.566], [6.408, -0.903, -2.876], [2.000, -4.062, -2.349], [0.030, -3.808, -0.891], [-0.284, -1.851, 0.548], [-1.750, 0.356, 0.605], [-0.773, 3.078, 0.417], [-2.189, 2.413, -0.420], [-1.866, 3.258, 2.443], [-3.290, 3.339, 1.403], [-3.755, 1.766, 3.183], [-2.162, 1.009, 3.001], [-4.748, 1.749, 0.495], [-5.583, 0.788, 1.746], [-6.148, -0.110, -0.487], [-4.410, -0.245, -0.892], [-4.044, -2.892, 1.493], [-3.152, -1.911, 0.291], [-2.570, -1.124, 2.549], [-4.298, -0.922, 2.959], [2.541, 2.113, 1.123], [4.486, 1.728, -0.361]], "mulliken_charge": [-1.06, -0.77, 0.11, 0.14, -0.67, -0.54, -0.60, -0.86, -0.72, 0.01, -0.12, 1.56, -0.76, -0.67, -0.18, -0.82, -0.85, -1.18, 0.61, -0.64, -0.72, -0.41, -0.60, -0.64, -0.66, -1.08, 0.25, 1.77, 0.31, 0.37, 0.31, 0.37, 0.38, 0.49, 0.43, 0.64, 0.33, 0.39, 0.43, 0.42, 0.47, 0.47, 0.51, 0.36, 0.30, 0.37, 0.31, 0.38, 0.29, 0.36, 0.36, 0.59, 0.44], "e_homo_ha": -0.3087, "smiles": "CCN1C(=O)c2cccc3c(S(=O)(=O)NCCCN4CCOCC4)ccc1c23", "homo_lumo_gap_ev": 7.8, "e_lumo_ev": -0.589}

=====

#ii
{"formula": "C20H25N3O4S", "method": "wB97M-V/def2-TZVPD", "species": ["O", "C", "C", "S", "C", "N", "C", "C", "C", "C", "C", "C", "C", "O", "N", "C", "C", "C", "C", "C", "O", "N", "C", "C", "C", "C", "C", "O", "H", "H", "H", "H", "H", "H", "H", "H", "H", "H", "H", "H", "H", "H", "H", "H", "H", "H", "H", "H", "H", "H", "H", "H", "H"], "xyz": [[1.907, 3.801, 0.159], [1.455, 2.676, 0.180], [0.292, 2.287, 1.085], [-1.171, 1.827, 0.108], [-0.970, 0.085, -0.008], [0.050, -0.438, 0.584], [0.208, -1.796, 0.540], [1.256, -2.389, 1.253], [1.435, -3.752, 1.198], [0.582, -4.554, 0.441], [-0.465, -3.987, -0.249], [-0.665, -2.606, -0.204], [-1.794, -1.996, -0.890], [-2.623, -2.590, -1.549], [-1.885, -0.604, -0.737], [-3.059, 0.033, -1.291], [-4.231, -0.067, -0.292], [-5.400, 0.828, -0.711], [-5.090, 2.125, 0.034], [-4.466, 1.594, 1.323], [-3.814, 0.378, 0.988], [1.889, 1.669, -0.598], [2.951, 1.827, -1.558], [4.176, 0.981, -1.190], [4.709, 1.272, 0.228], [4.324, 0.020, 1.016], [4.325, -1.039, -0.085], [3.797, -0.391, -1.222], [0.002, 3.146, 1.688], [0.530, 1.426, 1.709], [1.899, -1.763, 1.852], [2.244, -4.207, 1.751], [0.741, -5.621, 0.405], [-1.152, -4.583, -0.831], [-2.826, 1.075, -1.512], [-3.322, -0.501, -2.207], [-4.513, -1.123, -0.208], [-6.340, 0.403, -0.357], [-5.453, 0.953, -1.790], [-4.363, 2.721, -0.518], [-5.973, 2.729, 0.223], [-5.237, 1.385, 2.076], [-3.725, 2.273, 1.752], [1.546, 0.730, -0.440], [2.596, 1.514, -2.545], [3.219, 2.885, -1.583], [4.954, 1.158, -1.947], [4.269, 2.179, 0.637], [5.792, 1.391, 0.206], [5.021, -0.210, 1.818], [3.321, 0.128, 1.432], [5.351, -1.380, -0.286], [3.694, -1.904, 0.124]], "mulliken_charge": [-0.68, 0.76, -0.70, -0.16, 0.86, -0.37, 0.02, -0.68, -0.47, -0.67, -0.59, 0.16, 0.68, -0.70, 0.24, -2.20, 0.79, -0.88, -0.44, -0.51, -0.45, 0.13, -1.32, 0.29, -1.04, -0.11, -0.40, -0.50, 0.42, 0.25, 0.56, 0.44, 0.41, 0.48, 0.66, 0.34, 0.38, 0.34, 0.35, 0.17, 0.42, 0.35, 0.25, 0.12, 0.36, 0.55, 0.46, 0.40, 0.31, 0.53, -0.11, 0.34, 0.17], "e_homo_ha": -0.3127, "smiles": "O=C(CSc1nc2ccccc2c(=O)n1C[C@@H]1CCCO1)NC[C@H]1CCCO1", "homo_lumo_gap_ev": 9.0, "e_lumo_ev": 0.455}

=====

Which is most stable? The ranking, best first, is #ii, #i.

=====

#i
{"formula": "C6H13NSi", "method": "wB97M-V/def2-TZVPD", "species": ["C", "C", "Si", "C", "C", "N", "C", "C", "H", "H", "H", "H", "H", "H", "H", "H", "H", "H", "H", "H", "H"], "xyz": [[-1.982, -1.138, -1.701], [-0.748, -0.703, -1.860], [0.479, -0.587, -0.440], [0.050, -1.589, 1.174], [0.872, -2.449, 1.752], [0.263, 1.067, 0.089], [-0.167, 2.133, -0.723], [0.884, 1.696, 1.264], [-2.590, -1.211, -2.532], [-2.436, -0.979, -0.754], [-0.224, -0.702, -2.778], [1.967, -0.985, -0.911], [-0.933, -1.586, 1.429], [0.466, -3.141, 2.525], [1.810, -2.528, 1.549], [-0.483, 2.958, -0.163], [0.583, 2.472, -1.375], [-0.941, 1.700, -1.308], [0.150, 1.944, 2.113], [1.669, 0.941, 1.786], [1.311, 2.686, 0.864]], "mulliken_charge": [-0.62, -0.45, 0.27, -0.34, -0.70, 0.25, -1.28, -0.89, 0.34, 0.24, 0.36, -0.19, 0.37, 0.21, 0.35, 0.54, 0.35, 0.36, 0.19, 0.26, 0.38], "e_homo_ha": -0.3021, "smiles": "C=C[SiH](C=C)N(C)C", "homo_lumo_gap_ev": 9.3, "e_lumo_ev": 1.034}

=====

#ii
{"formula": "C6H13NSi", "method": "wB97M-V/def2-TZVPD", "species": ["C", "C", "C", "C", "C", "C", "N", "Si", "H", "H", "H", "H", "H", "H", "H", "H", "H", "H", "H", "H", "H"], "xyz": [[0.142, -0.922, 2.640], [-1.193, 2.482, 1.207], [1.691, -0.625, -1.505], [-0.612, -2.359, 0.033], [-1.689, 1.282, 0.450], [1.759, -0.401, 0.024], [-0.053, -0.881, 3.763], [0.065, -0.781, 0.749], [-0.391, 2.824, 0.579], [-2.082, 3.056, 1.273], [-1.009, 2.326, 2.222], [1.260, -1.488, -1.872], [1.149, 0.201, -2.122], [2.745, -0.645, -2.038], [0.067, -3.300, 0.065], [-1.485, -2.809, 0.440], [-0.844, -2.505, -1.044], [-1.584, 1.334, -0.627], [-2.716, 0.798, 0.686], [2.023, 0.722, 0.298], [2.402, -1.004, 0.526]], "mulliken_charge": [0.24, -0.92, -1.14, -1.26, -0.70, -0.43, -0.45, 0.20, 0.26, 0.36, 0.30, 0.37, 0.26, 0.29, 0.38, 0.41, 0.41, 0.38, 0.32, 0.25, 0.49], "e_homo_ha": -0.3039, "homo_lumo_gap_ev": 8.8, "e_lumo_ev": 0.552}

=====

Which is most stable? The ranking, best first, is #i, #ii.